1.
{
  "formula": "C21H39N3O2S",
  "method": "wB97M-V/def2-TZVPD",
  "largest_force_ev_per_a": 0.7,
  "e_above_lowest_kcal_mol": 2.5,
  "smiles": "CSCC[C@@H](NC(=O)[C@H]1CC[C@H](C)CC1)C(=O)NCCN1CCC(C)CC1",
  "homo_lumo_gap_ev": 9.2,
  "homo_energy_ev": -8.45,
  "species": ["C", "S", "C", "C", "C", "N", "C", "O", "C", "C", "C", "C", "C", "C", "C", "C", "O", "N", "C", "C", "N", "C", "C", "C", "C", "C", "C", "H", "H", "H", "H", "H", "H", "H", "H", "H", "H", "H", "H", "H", "H", "H", "H", "H", "H", "H", "H", "H", "H", "H", "H", "H", "H", "H", "H", "H", "H", "H", "H", "H", "H", "H", "H", "H", "H", "H"],
  "positions_angstrom": [[-1.715, 3.762, -3.339], [-0.188, 3.122, -2.602], [-0.690, 3.180, -0.841], [0.401, 2.662, 0.084], [0.485, 1.140, 0.141], [0.879, 0.584, -1.139], [0.497, -0.638, -1.554], [-0.105, -1.410, -0.824], [0.848, -0.952, -2.996], [-0.320, -0.502, -3.883], [-0.043, -0.837, -5.344], [0.196, -2.335, -5.531], [0.470, -2.665, -6.995], [1.360, -2.778, -4.644], [1.094, -2.449, -3.179], [1.469, 0.699, 1.249], [2.165, 1.484, 1.862], [1.476, -0.629, 1.420], [2.187, -1.267, 2.499], [1.208, -1.801, 3.555], [0.209, -0.813, 3.912], [0.749, 0.295, 4.681], [-0.309, 1.379, 4.852], [-1.545, 0.828, 5.558], [-2.633, 1.888, 5.690], [-2.037, -0.382, 4.766], [-0.919, -1.406, 4.605], [-1.559, 3.795, -4.412], [-2.539, 3.093, -3.102], [-1.911, 4.761, -2.959], [-0.909, 4.225, -0.620], [-1.602, 2.588, -0.742], [0.207, 3.018, 1.097], [1.370, 3.063, -0.218], [-0.495, 0.711, 0.392], [1.386, 1.193, -1.763], [1.745, -0.393, -3.281], [-1.227, -1.014, -3.553], [-0.473, 0.573, -3.769], [-0.889, -0.519, -5.958], [0.838, -0.286, -5.681], [-0.705, -2.872, -5.213], [1.360, -2.145, -7.342], [-0.368, -2.363, -7.620], [0.626, -3.734, -7.124], [1.519, -3.853, -4.754], [2.272, -2.272, -4.971], [0.216, -2.992, -2.825], [1.944, -2.757, -2.566], [0.801, -1.185, 0.902], [2.862, -0.522, 2.923], [2.780, -2.100, 2.110], [1.785, -2.157, 4.428], [0.679, -2.658, 3.127], [1.597, 0.718, 4.144], [1.098, -0.045, 5.675], [0.116, 2.211, 5.417], [-0.590, 1.747, 3.863], [-1.256, 0.495, 6.562], [-2.942, 2.239, 4.708], [-3.504, 1.482, 6.199], [-2.268, 2.740, 6.259], [-2.887, -0.848, 5.268], [-2.358, -0.056, 3.775], [-1.282, -2.251, 4.014], [-0.625, -1.789, 5.602]],
  "mulliken_charge": [-0.90, -0.10, -0.74, -1.29, 0.18, -0.10, -0.07, -0.80, 0.76, -0.34, -0.99, 0.76, -1.71, -0.95, -1.00, 0.07, -0.71, 0.12, -1.20, -0.92, 0.55, -1.01, -0.69, 0.50, -1.70, -0.71, -0.91, 0.36, 0.25, 0.35, 0.51, 0.45, 0.41, 0.42, 0.39, 0.52, 0.29, 0.31, -0.15, 0.39, 0.32, 0.25, 0.35, 0.41, 0.41, 0.40, 0.34, 0.29, 0.39, 0.28, 0.51, 0.40, 0.33, 0.49, 0.52, 0.42, 0.41, 0.04, 0.26, 0.34, 0.42, 0.41, 0.40, 0.21, 0.44, 0.38]
}

=====

2.
{
  "formula": "C32H29N7O4SeTl",
  "method": "wB97M-V/def2-TZVPD",
  "largest_force_ev_per_a": 4.4,
  "charge": 1,
  "e_above_lowest_kcal_mol": 2.6,
  "homo_lumo_gap_ev": 7.7,
  "homo_energy_ev": -10.78,
  "species": ["Tl", "C", "C", "C", "C", "C", "C", "C", "N", "N", "C", "C", "C", "C", "C", "C", "N", "C", "C", "C", "C", "C", "C", "N", "H", "H", "H", "H", "H", "H", "H", "H", "H", "H", "H", "H", "H", "H", "H", "H", "H", "H", "H", "H", "O", "C", "O", "C", "C", "C", "C", "C", "N", "C", "O", "O", "H", "H", "H", "H", "H", "Se", "N", "C", "C", "C", "C", "C", "C", "N", "H", "H", "H", "H"],
  "positions_angstrom": [[0.866, -0.054, -0.112], [2.852, -2.232, 2.807], [3.754, -2.398, 1.615], [3.237, -3.094, 0.442], [2.701, -4.426, 0.568], [2.049, -4.943, -0.542], [1.943, -4.163, -1.714], [2.778, -3.079, -1.791], [3.231, -2.430, -0.710], [2.096, -0.963, 2.826], [0.853, -0.955, 3.529], [-0.335, -1.577, 2.825], [-0.607, -2.965, 2.922], [-1.657, -3.474, 2.176], [-2.510, -2.597, 1.511], [-2.156, -1.247, 1.496], [-1.110, -0.732, 2.136], [2.977, 0.081, 3.163], [2.529, 1.499, 2.698], [3.341, 2.570, 3.208], [2.965, 3.819, 2.869], [1.909, 4.060, 2.021], [1.185, 2.963, 1.565], [1.467, 1.676, 1.945], [2.094, -3.070, 2.857], [3.534, -2.372, 3.684], [4.368, -1.539, 1.265], [4.582, -3.122, 1.868], [2.751, -4.869, 1.587], [1.646, -5.993, -0.487], [1.396, -4.539, -2.598], [2.948, -2.570, -2.718], [0.871, -1.384, 4.526], [0.585, 0.131, 3.559], [-0.027, -3.626, 3.615], [-1.841, -4.529, 2.128], [-3.376, -2.883, 0.859], [-2.819, -0.485, 1.054], [3.100, 0.246, 4.300], [3.981, -0.142, 2.808], [4.311, 2.415, 3.641], [3.651, 4.663, 3.079], [1.485, 5.058, 1.760], [0.311, 3.055, 0.870], [3.696, 2.512, -2.696], [2.794, 1.654, -2.201], [2.913, 1.104, -1.121], [1.601, 1.603, -3.054], [1.678, 2.009, -4.363], [0.566, 2.379, -5.085], [-0.665, 2.116, -4.504], [-0.571, 1.492, -3.227], [0.447, 1.369, -2.384], [-1.786, 0.853, -2.649], [-2.867, 1.179, -3.390], [-1.844, 0.144, -1.676], [4.462, 2.584, -2.120], [2.686, 2.311, -4.750], [0.612, 2.878, -6.095], [-1.675, 2.203, -4.863], [-3.635, 0.749, -2.966], [-4.684, 3.126, 1.402], [-4.410, 1.494, 0.561], [-5.059, 1.423, -0.570], [-5.081, 0.358, -1.472], [-6.090, 0.351, -2.416], [-6.931, 1.447, -2.643], [-6.746, 2.662, -1.992], [-5.928, 2.681, -0.814], [-5.952, 3.619, 0.113], [-4.388, -0.440, -1.232], [-6.145, -0.511, -3.053], [-7.688, 1.328, -3.409], [-7.220, 3.541, -2.439]],
  "mulliken_charge": [0.91, -0.35, -0.59, 0.74, -0.64, -0.34, -0.52, -0.54, -0.30, 0.82, -1.01, 0.59, -0.52, -0.71, -0.55, 0.03, -0.23, -1.24, 0.92, -1.21, -0.33, -0.79, -0.32, 0.10, 0.02, 0.24, 0.11, 0.43, 0.39, 0.37, 0.40, 0.47, 0.35, 0.35, 0.42, 0.48, 0.34, 0.32, 0.31, 0.56, 0.42, 0.34, 0.38, 0.41, -0.49, 0.33, -0.45, 0.77, -0.85, -0.42, -0.83, 0.04, -0.10, 0.82, -0.49, -0.46, 0.38, 0.38, 0.38, 0.58, 0.36, 0.23, -0.56, 1.15, -1.36, 0.04, -0.59, -0.55, 0.66, -0.76, 0.58, 0.39, 0.36, 0.42]
}

=====

3.
{
  "formula": "C29H30IO2",
  "method": "wB97M-V/def2-TZVPD",
  "largest_force_ev_per_a": 1.5,
  "charge": 1,
  "homo_lumo_gap_ev": 5.3,
  "homo_energy_ev": -10.77,
  "species": ["C", "C", "C", "C", "C", "C", "C", "C", "C", "C", "C", "C", "C", "C", "C", "H", "H", "H", "H", "H", "H", "H", "H", "H", "H", "H", "H", "H", "H", "H", "C", "C", "C", "C", "C", "O", "C", "I", "C", "C", "C", "C", "C", "C", "C", "O", "C", "H", "H", "H", "H", "H", "H", "H", "H", "H", "H", "H", "H", "H", "H", "H"],
  "positions_angstrom": [[-4.964, -1.705, 2.604], [-3.548, -1.263, 2.408], [-3.257, 0.105, 2.354], [-1.968, 0.541, 2.102], [-0.893, -0.382, 1.868], [0.391, 0.155, 1.554], [1.675, -0.379, 1.855], [2.802, 0.503, 1.764], [4.082, 0.081, 2.042], [4.335, -1.265, 2.340], [5.742, -1.728, 2.560], [3.253, -2.144, 2.453], [1.950, -1.715, 2.265], [-1.220, -1.767, 1.928], [-2.503, -2.184, 2.257], [-5.035, -2.795, 2.652], [-5.400, -1.280, 3.517], [-5.584, -1.362, 1.766], [-4.064, 0.826, 2.499], [-1.747, 1.611, 2.077], [0.394, 1.197, 1.234], [2.618, 1.544, 1.485], [4.916, 0.787, 2.007], [5.784, -2.820, 2.615], [6.381, -1.399, 1.732], [6.176, -1.319, 3.483], [3.455, -3.188, 2.710], [1.137, -2.415, 2.434], [-0.473, -2.515, 1.665], [-2.719, -3.247, 2.370], [-2.923, 4.052, -1.879], [-1.833, 3.005, -1.685], [-2.417, 1.774, -0.990], [-1.249, 2.591, -3.048], [-0.016, 1.684, -2.937], [0.262, 0.931, -3.874], [0.751, 1.773, -1.705], [2.570, 0.766, -1.637], [1.794, -1.130, -2.284], [2.035, -1.511, -3.597], [1.580, -2.759, -4.040], [0.875, -3.593, -3.169], [0.599, -3.178, -1.859], [1.050, -1.923, -1.418], [0.571, 2.821, -0.738], [1.376, 3.034, 0.186], [-0.703, 3.653, -0.851], [-2.509, 4.932, -2.387], [-3.753, 3.662, -2.480], [-3.314, 4.376, -0.907], [-1.653, 1.004, -0.831], [-2.845, 2.041, -0.016], [-3.217, 1.340, -1.608], [-2.006, 2.056, -3.642], [-0.964, 3.510, -3.591], [2.555, -0.840, -4.275], [1.781, -3.064, -5.069], [0.534, -4.573, -3.509], [0.039, -3.820, -1.177], [0.819, -1.574, -0.410], [-0.442, 4.608, -1.341], [-1.062, 3.875, 0.165]],
  "mulliken_charge": [-1.47, 1.14, -0.60, -0.66, 0.70, 0.25, 0.99, -0.79, -0.77, 1.11, -1.40, -1.29, -0.26, -0.37, -1.18, 0.36, 0.37, 0.33, 0.42, 0.59, 0.21, 0.57, 0.45, 0.37, 0.36, 0.33, 0.35, 0.41, 0.13, 0.34, -2.19, 1.88, -1.50, -1.01, 0.45, -0.64, 0.16, 0.47, -0.17, -0.27, -0.61, -0.50, -0.62, 0.41, -0.10, -0.73, -0.84, 0.46, 0.41, 0.41, 0.14, 0.41, 0.47, 0.42, 0.38, 0.42, 0.37, 0.38, 0.39, 0.28, 0.43, 0.44]
}

=====

4.
{
  "formula": "C31H32MoN7S",
  "method": "wB97M-V/def2-TZVPD",
  "largest_force_ev_per_a": 1.3,
  "charge": 3,
  "homo_lumo_gap_ev": [6.2, 6.2],
  "homo_energy_ev": [-16.09, -16.09],
  "species": ["Mo", "N", "C", "C", "C", "N", "C", "C", "N", "C", "H", "H", "H", "H", "H", "H", "H", "H", "H", "H", "H", "H", "H", "H", "H", "H", "S", "C", "C", "C", "C", "C", "C", "C", "C", "C", "N", "H", "H", "H", "H", "H", "H", "N", "C", "C", "C", "C", "C", "C", "C", "C", "C", "C", "C", "C", "N", "C", "C", "C", "C", "N", "H", "H", "H", "H", "H", "H", "H", "H", "H", "H"],
  "positions_angstrom": [[0.427, 0.137, 1.081], [2.449, 2.997, 2.902], [3.194, 1.989, 3.788], [2.270, 1.126, 4.644], [1.750, -0.194, 4.072], [0.470, -0.062, 3.272], [2.821, -0.940, 3.279], [3.585, -0.076, 2.277], [2.733, 0.210, 1.087], [4.159, 1.173, 2.940], [1.770, 3.544, 3.439], [1.972, 2.577, 2.100], [3.119, 3.664, 2.504], [3.752, 2.646, 4.454], [1.471, 1.717, 5.101], [2.903, 0.828, 5.484], [1.477, -0.801, 4.936], [-0.181, 0.533, 3.788], [0.013, -0.978, 3.326], [2.385, -1.808, 2.775], [3.538, -1.351, 3.992], [4.454, -0.644, 1.938], [2.812, -0.582, 0.438], [3.137, 0.960, 0.525], [4.677, 1.808, 2.214], [4.942, 0.824, 3.617], [0.107, 2.779, -2.357], [0.415, 3.874, -1.102], [0.528, 3.241, 0.101], [0.327, 1.834, -0.010], [0.043, 1.424, -1.302], [0.524, -1.186, -1.407], [0.251, -2.457, -2.178], [-0.091, -3.607, -1.608], [-0.257, -3.722, -0.168], [-0.019, -2.661, 0.596], [0.385, -1.429, 0.049], [0.494, 4.930, -1.308], [0.666, 3.792, 1.022], [0.398, -2.409, -3.246], [-0.230, -4.484, -2.226], [-0.553, -4.656, 0.286], [-0.126, -2.697, 1.674], [-6.402, -1.641, -6.445], [-5.636, -1.396, -5.626], [-4.674, -1.089, -4.599], [-4.152, 0.203, -4.501], [-3.222, 0.495, -3.521], [-2.821, -0.494, -2.621], [-3.363, -1.773, -2.708], [-4.278, -2.076, -3.705], [-1.864, -0.194, -1.528], [-0.391, 0.053, -1.878], [-0.101, 0.111, -3.382], [1.154, -0.036, -3.790], [2.188, -0.298, -2.776], [1.930, -0.792, -1.628], [-2.373, -0.139, -0.274], [-3.783, -0.179, 0.054], [-3.907, 0.004, 1.393], [-2.582, 0.135, 1.888], [-1.658, 0.060, 0.945], [-4.483, 0.968, -5.190], [-2.838, 1.507, -3.440], [-3.058, -2.540, -2.006], [-4.693, -3.071, -3.783], [-0.899, 0.299, -4.083], [1.431, 0.046, -4.833], [3.223, -0.049, -2.992], [-4.583, -0.301, -0.660], [-4.811, 0.043, 1.977], [-2.316, 0.280, 2.927]],
  "mulliken_charge": [-0.99, 0.00, 0.34, -1.51, 0.29, -0.47, -1.30, 0.18, -0.26, -1.50, 0.44, -0.26, 0.43, 0.28, 0.40, 0.51, 0.43, 0.30, 0.31, 0.38, 0.51, 0.42, 0.29, 0.34, 0.42, 0.50, 0.01, -0.91, -0.68, 0.95, -0.71, 1.18, -1.26, -0.53, -1.13, -0.18, 1.09, 0.53, 0.55, 0.50, 0.55, 0.48, 0.40, -0.40, -0.33, 0.53, -0.93, 0.00, -0.09, -0.13, -0.96, 0.14, 3.55, -1.74, -0.84, -0.56, -0.39, -0.03, -0.92, -1.48, -0.30, 1.08, 0.52, 0.59, 0.52, 0.50, 0.58, 0.56, 0.57, 0.60, 0.52, 0.47]
}